[1]
The following is a DFT calculation (ωB97M-V/def2-TZVPD) of a cluster of 10 separate species, C28H50Cl4N6O11 in total in a non-equilibrium geometry.

As for the net charge: 0. For the HOMO energy, the calculation gives -4.851 eV. The value obtained for the gap between HOMO and LUMO is 0.15859 Ha.

Last columns: bonded neighbours and bond lengths (Å).
Atoms and positions in Å:
1 C 0.697 -1.594 -2.426  C2 1.525, H10 1.091, H11 1.090, H12 1.091
2 C -0.368 -1.225 -1.398  C1 1.525, C3 1.538, H13 1.092, H14 1.090
3 C 0.282 -0.506 -0.204  C2 1.538, N4 1.528, H15 1.092, H16 1.089
4 N -0.531 -0.627 1.085  C3 1.528, C5 1.520, C6 1.504, C9 1.542
5 C -0.499 -2.059 1.594  N4 1.520, H17 1.087, H18 1.087, H19 1.090
6 C -1.926 -0.067 1.130  N4 1.504, C7 1.525, H20 1.091, H21 1.088
7 C -1.903 1.434 1.400  C6 1.525, C8 1.524, H22 1.090, H23 1.088
8 C -0.527 1.672 2.009  C7 1.524, C9 1.528, H24 1.087, H25 1.088
9 C 0.084 0.281 2.168  N4 1.542, C8 1.528, H26 1.088, H27 1.088
10 H 1.072 -0.681 -2.891  C1 1.091
11 H 0.468 -2.330 -3.196  C1 1.090
12 H 1.597 -2.059 -2.020  C1 1.091
13 H -0.842 -2.154 -1.074  C2 1.092
14 H -1.170 -0.654 -1.866  C2 1.090
15 H 0.288 0.566 -0.412  C3 1.092
16 H 1.300 -0.835 -0.006  C3 1.089
17 H -0.843 -2.130 2.622  C5 1.087
18 H 0.485 -2.491 1.431  C5 1.087
19 H -1.235 -2.609 1.008  C5 1.090
20 H -2.389 -0.549 1.992  C6 1.091
21 H -2.511 -0.462 0.302  C6 1.088
22 H -2.637 1.763 2.136  C7 1.090
23 H -2.124 2.084 0.556  C7 1.088
24 H -0.664 2.058 3.016  C8 1.087
25 H 0.161 2.242 1.387  C8 1.088
26 H -0.322 -0.109 3.100  C9 1.088
27 H 1.170 0.349 2.129  C9 1.088
28 C 2.978 -1.066 2.309  C29 1.519, H31 1.100, H32 1.101, H33 1.090
29 C 2.481 -0.695 3.696  C28 1.519, O30 1.378, H34 1.110, H35 1.105
30 O 3.272 0.290 4.246  C29 1.378
31 H 2.786 -0.191 1.670  C28 1.100
32 H 2.432 -1.942 1.925  C28 1.101
33 H 4.038 -1.283 2.178  C28 1.090
34 H 2.722 -1.622 4.258  C29 1.110
35 H 1.385 -0.566 3.749  C29 1.105
36 C 0.178 1.172 -5.901  Cl37 1.768, Cl38 1.781, Cl39 1.782, Cl40 1.784
37 Cl 1.596 0.975 -6.938  C36 1.768
38 Cl 0.678 1.680 -4.269  C36 1.781
39 Cl -0.872 2.424 -6.613  C36 1.782
40 Cl -0.806 -0.316 -5.877  C36 1.784
41 C -2.802 3.740 -3.262  N42 1.464, H45 1.085, H46 1.091, H47 1.087
42 N -2.799 2.750 -2.184  C41 1.464, O43 1.211, O44 1.226
43 O -1.813 2.072 -1.996  N42 1.211
44 O -3.833 2.569 -1.550  N42 1.226
45 H -1.809 3.918 -3.663  C41 1.085
46 H -3.069 4.708 -2.834  C41 1.091
47 H -3.624 3.389 -3.881  C41 1.087
48 C 3.474 3.176 -1.322  N49 1.481, H52 1.087, H53 1.088, H54 1.085
49 N 2.122 3.256 -0.723  C48 1.481, O50 1.228, O51 1.204
50 O 1.198 3.385 -1.522  N49 1.228
51 O 2.015 3.302 0.475  N49 1.204
52 H 3.341 3.058 -2.394  C48 1.087
53 H 3.878 2.229 -0.969  C48 1.088
54 H 3.991 4.113 -1.137  C48 1.085
55 C 4.891 -3.330 0.035  N56 1.495, H59 1.086, H60 1.089, H61 1.088
56 N 3.499 -3.870 -0.024  C55 1.495, O57 1.209, O58 1.211
57 O 2.646 -3.148 -0.485  N56 1.209
58 O 3.341 -4.991 0.408  N56 1.211
59 H 5.005 -2.320 -0.347  C55 1.086
60 H 5.591 -3.937 -0.537  C55 1.089
61 H 5.120 -3.413 1.095  C55 1.088
62 C -6.195 0.662 -0.599  N63 1.484, H66 1.087, H67 1.085, H68 1.087
63 N -5.884 0.046 0.716  C62 1.484, O64 1.213, O65 1.214
64 O -4.801 -0.466 0.905  N63 1.213
65 O -6.817 0.049 1.493  N63 1.214
66 H -5.956 1.722 -0.571  C62 1.087
67 H -7.252 0.486 -0.764  C62 1.085
68 H -5.567 0.195 -1.354  C62 1.087
69 C -1.277 -1.738 7.304  N70 1.486, H73 1.084, H74 1.090, H75 1.091
70 N -2.057 -2.287 6.164  C69 1.486, O71 1.209, O72 1.212
71 O -2.915 -3.102 6.414  N70 1.209
72 O -1.714 -1.898 5.069  N70 1.212
73 H -1.289 -2.320 8.218  C69 1.084
74 H -1.501 -0.686 7.485  C69 1.090
75 H -0.255 -1.635 6.937  C69 1.091
76 C -2.199 4.722 3.735  C77 1.395, C81 1.398, H82 1.082
77 C -0.824 4.866 3.541  C76 1.395, C78 1.372, H83 1.085
78 C -0.238 5.147 2.333  C77 1.372, C79 1.390, H84 1.080
79 C -1.130 5.313 1.280  C78 1.390, C80 1.385, H85 1.084
80 C -2.473 4.985 1.369  C79 1.385, C81 1.415, H86 1.082
81 C -3.032 4.622 2.617  C76 1.398, C80 1.415, H87 1.081
82 H -2.541 4.446 4.722  C76 1.082
83 H -0.086 4.678 4.313  C77 1.085
84 H 0.840 5.159 2.276  C78 1.080
85 H -0.761 5.613 0.305  C79 1.084
86 H -2.976 4.978 0.411  C80 1.082
87 H -4.063 4.322 2.738  C81 1.081
88 C 2.607 -4.166 -3.542  C89 1.387, C93 1.385, H94 1.077
89 C 2.477 -5.525 -3.784  C88 1.387, C90 1.413, H95 1.085
90 C 2.710 -6.126 -5.041  C89 1.413, C91 1.373, H96 1.079
91 C 2.928 -5.254 -6.079  C90 1.373, C92 1.381, H97 1.086
92 C 2.791 -3.884 -5.975  C91 1.381, C93 1.394, H98 1.080
93 C 2.687 -3.379 -4.680  C88 1.385, C92 1.394, H99 1.086
94 H 2.532 -3.769 -2.543  C88 1.077
95 H 2.184 -6.173 -2.965  C89 1.085
96 H 2.772 -7.185 -5.240  C90 1.079
97 H 3.249 -5.706 -7.013  C91 1.086
98 H 2.921 -3.232 -6.825  C92 1.080
99 H 2.765 -2.303 -4.556  C93 1.086

[2]
The following is a DFT calculation (ωB97M-V/def2-TZVPD) of a cluster of 5 separate species, C28H50ClNO18P4 in total in a non-equilibrium geometry.

As for the net charge: 0. For the HOMO energy, the calculation gives -9.417 eV. The value obtained for the gap between HOMO and LUMO is 0.28780 Ha. Its SMILES is C#CCCCC1=CC(=O)c2ccc(CN)c(Cl)c2C1=O.COP(=O)(OC)OC.COP(=O)(OC)OC.COP(=O)(OC)OC.COP(=O)(OC)OC.

Last columns: bonded neighbours and bond lengths (Å).
Atoms and positions in Å:
1 C 0.014 -2.177 0.243  C2 1.198, H21 1.067
2 C 0.352 -2.631 -0.813  C1 1.198, C3 1.482
3 C 0.881 -2.890 -2.173  C2 1.482, C4 1.569, H22 1.093, H23 1.091
4 C -0.069 -2.391 -3.318  C3 1.569, C5 1.532, H24 1.095, H25 1.089
5 C -1.481 -2.020 -2.852  C4 1.532, C6 1.534, H26 1.092, H27 1.097
6 C -1.610 -0.615 -2.251  C5 1.534, C7 1.332, C19 1.520
7 C -2.383 -0.371 -1.193  C6 1.332, C8 1.497, H28 1.085
8 C -2.430 1.028 -0.663  C7 1.497, O9 1.208, C10 1.510
9 O -3.409 1.506 -0.143  C8 1.208
10 C -1.142 1.804 -0.796  C8 1.510, C11 1.384, C18 1.406
11 C -0.731 2.733 0.145  C10 1.384, C12 1.396, H29 1.086
12 C 0.444 3.464 -0.042  C11 1.396, C13 1.392, H30 1.084
13 C 1.241 3.281 -1.169  C12 1.392, C14 1.528, C16 1.417
14 C 2.491 4.129 -1.401  C13 1.528, N15 1.472, H31 1.092, H32 1.098
15 N 3.732 3.358 -1.586  C14 1.472, H33 1.009, H34 1.009
16 C 0.838 2.316 -2.125  C13 1.417, Cl17 1.743, C18 1.393
17 Cl 1.805 2.084 -3.558  C16 1.743
18 C -0.332 1.588 -1.925  C10 1.406, C16 1.393, C19 1.524
19 C -0.846 0.530 -2.895  C6 1.520, C18 1.524, O20 1.202
20 O -0.693 0.591 -4.086  C19 1.202
21 H -0.140 -1.821 1.237  C1 1.067
22 H 1.000 -3.971 -2.274  C3 1.093
23 H 1.839 -2.383 -2.292  C3 1.091
24 H -0.172 -3.231 -4.013  C4 1.095
25 H 0.427 -1.602 -3.882  C4 1.089
26 H -1.843 -2.728 -2.103  C5 1.092
27 H -2.176 -2.042 -3.699  C5 1.097
28 H -2.967 -1.153 -0.718  C7 1.085
29 H -1.345 2.887 1.026  C11 1.086
30 H 0.727 4.204 0.698  C12 1.084
31 H 2.659 4.811 -0.565  C14 1.092
32 H 2.290 4.706 -2.312  C14 1.098
33 H 3.558 2.365 -1.591  N15 1.009
34 H 4.405 3.603 -0.876  N15 1.009
35 C -2.274 6.198 -5.020  O36 1.438, H43 1.088, H44 1.089, H45 1.089
36 O -1.331 6.805 -4.120  C35 1.438, P37 1.651
37 P -1.778 6.932 -2.536  O36 1.651, O38 1.497, O39 1.606, O41 1.641
38 O -3.035 7.738 -2.641  P37 1.497
39 O -0.448 7.753 -2.164  P37 1.606, C40 1.425
40 C -0.314 9.083 -2.656  O39 1.425, H46 1.090, H47 1.091, H48 1.088
41 O -1.863 6.345 -1.006  P37 1.641, C42 1.437
42 C -3.061 5.639 -0.642  O41 1.437, H49 1.088, H50 1.088, H51 1.088
43 H -1.722 5.825 -5.880  C35 1.088
44 H -2.799 5.367 -4.552  C35 1.089
45 H -2.994 6.946 -5.350  C35 1.089
46 H -1.282 9.532 -2.877  C40 1.090
47 H 0.302 9.082 -3.557  C40 1.091
48 H 0.183 9.672 -1.888  C40 1.088
49 H -3.430 5.032 -1.466  C42 1.088
50 H -3.829 6.347 -0.335  C42 1.088
51 H -2.821 4.986 0.194  C42 1.088
52 C -7.974 1.875 3.559  O53 1.437, H60 1.088, H61 1.089, H62 1.089
53 O -7.128 1.691 4.706  C52 1.437, P54 1.652
54 P -5.658 0.982 4.448  O53 1.652, O55 1.497, O56 1.606, O58 1.640
55 O -6.059 -0.326 3.840  P54 1.497
56 O -5.329 0.951 6.020  P54 1.606, C57 1.424
57 C -6.070 0.061 6.849  O56 1.424, H63 1.090, H64 1.091, H65 1.088
58 O -4.058 1.059 4.094  P54 1.640, C59 1.439
59 C -3.693 0.899 2.712  O58 1.439, H66 1.085, H67 1.089, H68 1.088
60 H -8.678 2.674 3.788  C52 1.088
61 H -7.401 2.155 2.677  C52 1.089
62 H -8.524 0.957 3.361  C52 1.089
63 H -6.479 -0.775 6.281  C57 1.090
64 H -6.882 0.602 7.337  C57 1.091
65 H -5.394 -0.324 7.609  C57 1.088
66 H -4.406 1.379 2.050  C59 1.085
67 H -3.629 -0.162 2.476  C59 1.089
68 H -2.717 1.358 2.567  C59 1.088
69 C 2.079 -10.099 -1.391  O70 1.436, H77 1.088, H78 1.088, H79 1.089
70 O 1.798 -8.696 -1.275  C69 1.436, P71 1.659
71 P 3.021 -7.643 -1.661  O70 1.659, O72 1.503, O73 1.604, O75 1.650
72 O 4.054 -8.117 -0.679  P71 1.503
73 O 2.149 -6.374 -1.213  P71 1.604, C74 1.423
74 C 1.817 -6.206 0.160  O73 1.423, H80 1.090, H81 1.091, H82 1.090
75 O 3.964 -6.679 -2.612  P71 1.650, C76 1.435
76 C 5.146 -7.271 -3.169  O75 1.435, H83 1.088, H84 1.088, H85 1.088
77 H 1.131 -10.622 -1.506  C69 1.088
78 H 2.705 -10.314 -2.255  C69 1.088
79 H 2.574 -10.446 -0.486  C69 1.089
80 H 2.508 -6.720 0.829  C74 1.090
81 H 0.806 -6.576 0.334  C74 1.091
82 H 1.841 -5.139 0.382  C74 1.090
83 H 4.980 -8.305 -3.467  C76 1.088
84 H 5.950 -7.225 -2.438  C76 1.088
85 H 5.423 -6.692 -4.048  C76 1.088
86 C 5.563 0.042 4.862  O87 1.433, H94 1.089, H95 1.088, H96 1.089
87 O 4.494 0.093 3.908  C86 1.433, P88 1.674
88 P 4.121 -1.324 3.097  O87 1.674, O89 1.514, O90 1.610, O92 1.665
89 O 5.502 -1.509 2.506  P88 1.514
90 O 3.087 -0.560 2.129  P88 1.610, C91 1.417
91 C 3.565 0.431 1.236  O90 1.417, H97 1.090, H98 1.092, H99 1.091
92 O 3.508 -2.774 2.555  P88 1.665, C93 1.432
93 C 4.211 -3.963 2.931  O92 1.432, H100 1.088, H101 1.088, H102 1.089
94 H 5.424 0.863 5.563  C86 1.089
95 H 5.565 -0.895 5.414  C86 1.088
96 H 6.513 0.164 4.346  C86 1.089
97 H 4.621 0.314 0.993  C91 1.090
98 H 3.395 1.419 1.668  C91 1.092
99 H 2.978 0.345 0.321  C91 1.091
100 H 4.580 -3.906 3.953  C93 1.088
101 H 5.043 -4.120 2.247  C93 1.088
102 H 3.523 -4.803 2.852  C93 1.089

[3]
The following is a DFT calculation (ωB97M-V/def2-TZVPD) of a cluster of 3 separate species, C28H50FN3O5S in total in a non-equilibrium geometry.

The spin multiplicity is 3. As for the net charge: 0. The calculation puts the relative energy (zero: lowest compared OMol25 entry of this formula, charge and spin) at 6.2610 eV. For the HOMO energy (alpha / beta), the calculation gives -8.678 / -8.676 eV. The value obtained for the gap between HOMO and LUMO (alpha / beta) is 0.32063 / 0.30940 Ha.

Last columns: bonded neighbours and bond lengths (Å).
Atoms and positions in Å:
1 C -4.299 3.881 -4.582  C2 1.611, H17 1.139, H18 1.158, H19 1.148
2 C -2.830 4.440 -4.230  C1 1.611, C3 1.634, O9 1.444, H20 1.149
3 C -2.216 5.012 -5.632  C2 1.634, N4 1.496, H21 1.158, H22 1.138
4 N -0.837 4.510 -5.926  C3 1.496, S5 1.708, H23 1.029
5 S -0.789 2.836 -6.260  N4 1.708, O6 1.500, O7 1.518, F8 1.699
6 O -2.141 2.193 -6.357  S5 1.500
7 O 0.105 2.163 -5.235  S5 1.518
8 F -0.029 2.540 -7.750  S5 1.699
9 O -2.811 5.558 -3.317  C2 1.444, C10 1.443
10 C -3.298 5.203 -2.006  O9 1.443, C11 1.598, H24 1.141, H25 1.158
11 C -2.301 4.302 -1.141  C10 1.598, C12 1.572, C16 1.547
12 C -2.946 3.272 -0.146  C11 1.572, C13 1.570, H26 1.144
13 C -2.050 2.373 0.778  C12 1.570, C14 1.568, H27 1.153
14 C -0.488 2.499 0.719  C13 1.568, C15 1.562, H28 1.150
15 C 0.134 3.521 -0.285  C14 1.562, C16 1.568, H29 1.141
16 C -0.759 4.421 -1.207  C11 1.547, C15 1.568, H30 1.137
17 H -4.457 3.610 -5.678  C1 1.139
18 H -5.047 4.695 -4.237  C1 1.158
19 H -4.541 2.939 -3.972  C1 1.148
20 H -2.205 3.537 -3.893  C2 1.149
21 H -2.148 6.163 -5.535  C3 1.158
22 H -2.888 4.806 -6.528  C3 1.138
23 H -0.141 4.801 -5.227  N4 1.029
24 H -4.326 4.708 -1.988  C10 1.141
25 H -3.417 6.199 -1.429  C10 1.158
26 H -4.076 3.133 -0.032  C12 1.144
27 H -2.507 1.631 1.533  C13 1.153
28 H 0.218 1.878 1.383  C14 1.150
29 H 1.259 3.690 -0.376  C15 1.141
30 H -0.323 5.182 -1.930  C16 1.137
31 C 5.208 1.130 -1.746  C32 1.551, H42 1.094, H43 1.095, H44 1.091
32 C 4.695 1.008 -0.288  C31 1.551, C33 1.544, N37 1.497, C41 1.552
33 C 5.582 0.023 0.505  C32 1.544, C34 1.527, H45 1.097, H46 1.096
34 C 5.351 -1.440 0.136  C33 1.527, C35 1.525, H47 1.094, H48 1.095
35 C 3.870 -1.795 0.226  C34 1.525, C36 1.542, H49 1.096, H50 1.097
36 C 2.970 -0.840 -0.584  C35 1.542, N37 1.494, C39 1.548, C40 1.551
37 N 3.255 0.599 -0.301  C32 1.497, C36 1.494, O38 1.362
38 O 2.734 0.888 0.924  N37 1.362
39 C 3.140 -1.129 -2.095  C36 1.548, H51 1.094, H52 1.094, H53 1.088
40 C 1.488 -1.208 -0.314  C36 1.551, H54 1.093, H55 1.095, H56 1.095
41 C 4.905 2.428 0.299  C32 1.552, H57 1.094, H58 1.094, H59 1.093
42 H 4.403 1.403 -2.434  C31 1.094
43 H 5.969 1.911 -1.845  C31 1.095
44 H 5.684 0.218 -2.110  C31 1.091
45 H 5.398 0.138 1.580  C33 1.097
46 H 6.640 0.266 0.351  C33 1.096
47 H 5.731 -1.648 -0.868  C34 1.094
48 H 5.921 -2.082 0.814  C34 1.095
49 H 3.728 -2.826 -0.116  C35 1.096
50 H 3.574 -1.784 1.282  C35 1.097
51 H 2.572 -0.414 -2.698  C39 1.094
52 H 2.772 -2.129 -2.342  C39 1.094
53 H 4.174 -1.113 -2.432  C39 1.088
54 H 1.228 -1.169 0.747  C40 1.093
55 H 1.273 -2.230 -0.643  C40 1.095
56 H 0.811 -0.541 -0.858  C40 1.095
57 H 4.299 3.168 -0.232  C41 1.094
58 H 5.952 2.731 0.209  C41 1.094
59 H 4.664 2.487 1.364  C41 1.093
60 C -2.055 -3.664 5.705  C61 1.551, H71 1.094, H72 1.095, H73 1.091
61 C -2.518 -4.559 4.525  C60 1.551, C62 1.544, N66 1.497, C70 1.551
62 C -1.370 -5.495 4.089  C61 1.544, C63 1.527, H74 1.097, H75 1.096
63 C -0.261 -4.782 3.317  C62 1.527, C64 1.525, H76 1.094, H77 1.095
64 C -0.836 -3.989 2.149  C63 1.525, C65 1.543, H78 1.096, H79 1.097
65 C -1.966 -3.026 2.569  C64 1.543, N66 1.495, C68 1.548, C69 1.553
66 N -3.009 -3.693 3.407  C61 1.497, C65 1.495, O67 1.362
67 O -3.762 -4.472 2.582  N66 1.362
68 C -1.361 -1.822 3.331  C65 1.548, H80 1.094, H81 1.094, H82 1.088
69 C -2.564 -2.375 1.292  C65 1.553, H83 1.092, H84 1.095, H85 1.094
70 C -3.644 -5.430 5.140  C61 1.551, H86 1.094, H87 1.094, H88 1.093
71 H -2.606 -2.720 5.733  C60 1.094
72 H -2.230 -4.146 6.673  C60 1.095
73 H -0.987 -3.445 5.682  C60 1.091
74 H -1.764 -6.299 3.456  C62 1.097
75 H -0.933 -5.986 4.966  C62 1.096
76 H 0.307 -4.124 3.981  C63 1.094
77 H 0.454 -5.520 2.940  C63 1.095
78 H -0.027 -3.432 1.663  C64 1.096
79 H -1.208 -4.697 1.398  C64 1.097
80 H -2.146 -1.161 3.710  C68 1.094
81 H -0.723 -1.226 2.671  C68 1.094
82 H -0.723 -2.106 4.166  C68 1.088
83 H -2.938 -3.112 0.578  C69 1.092
84 H -1.805 -1.791 0.761  C69 1.095
85 H -3.384 -1.696 1.544  C69 1.094
86 H -4.484 -4.813 5.471  C70 1.094
87 H -3.273 -5.979 6.011  C70 1.094
88 H -4.023 -6.185 4.446  C70 1.093

Looking at calculated total energy for the records above, in order, we have -4093.1403, -4331.5217, -2135.0376 a.u..